The following is a DFT calculation (ωB97M-V with the def2-TZVPD basis set) of C28H64LiN2O24P as an isolated structure.

ΔE to the lowest compared entry with this formula, charge and spin: 165.22 kcal per mole
HOMO: -6.482 eV
E_LUMO: 0.4 eV

Each line ends with the Mulliken charge.
Geometry (Å):
C  41.1340  40.1770  28.1780  -1.23
N  41.4830  40.8390  26.8680  0.77
C  40.5280  40.4260  25.8580  -0.83
C  41.3570  42.3360  26.9850  -1.53
C  42.9610  40.3260  26.7540  -0.01
C  43.6110  41.2860  25.5410  -1.40
O  44.7430  40.7050  25.1210  -0.74
H  40.4160  40.5800  28.6620  0.59
H  41.7430  40.4490  29.1010  0.33
H  40.9720  39.1420  27.9420  0.29
H  40.8120  40.8530  24.7720  -0.32
H  39.5530  40.5190  26.0940  1.32
H  40.4710  39.4080  25.6020  -0.39
H  41.2400  42.8810  25.9950  0.25
H  41.9610  42.6740  27.5030  1.04
H  40.3150  42.7890  27.4880  0.23
H  42.9500  39.2730  26.5210  -0.24
H  43.5470  40.4240  27.6100  0.66
H  43.9510  42.1330  25.9720  0.89
H  43.0000  41.9020  25.0240  0.47
H  44.4930  40.0660  24.5030  0.35
C  38.3110  34.3280  23.6820  -0.93
N  39.5810  34.9290  23.0430  0.78
C  40.6920  34.8330  23.9490  -0.74
C  39.9230  34.3460  21.7480  -0.98
C  39.4220  36.3050  22.6900  0.89
C  39.0360  37.2890  23.8890  -0.21
O  39.0280  38.6050  23.3320  -0.76
H  37.8700  34.6680  24.6060  0.26
H  38.4930  33.3190  23.7280  0.50
H  37.2160  34.2770  23.1630  0.28
H  41.5390  35.4000  23.5260  0.08
H  40.9900  33.6730  24.0530  0.39
H  40.5710  35.3380  24.9360  -0.07
H  39.9230  33.2470  21.7360  0.28
H  40.9730  34.6650  21.5200  0.29
H  39.3880  34.5830  20.9600  0.58
H  38.6470  36.4490  21.9230  0.55
H  40.3570  36.6990  22.1370  -1.10
H  39.7310  37.3590  24.5020  -0.54
H  37.9750  37.2520  24.4480  0.14
H  39.9950  38.6960  23.2920  0.62
Li  44.8800  38.1120  22.3170  0.66
P  42.6970  38.0750  23.6320  0.00
O  43.1960  37.3970  22.4050  -0.74
O  41.3700  38.8630  23.3030  0.47
O  43.9510  38.9530  23.6670  -0.97
O  42.6120  37.2600  24.8760  -0.02
C  45.6070  36.4940  25.2860  -0.06
O  46.9470  36.2580  24.7280  -0.34
C  47.1010  36.0050  23.4060  0.71
O  46.4210  36.3550  22.5170  -0.54
O  48.3410  35.4670  23.1580  -0.39
C  48.9070  35.5130  21.8950  -0.48
H  44.9470  36.0520  24.6480  0.12
H  45.3070  37.4880  25.1700  0.11
H  45.3060  35.8630  26.3260  0.19
H  49.7730  34.8590  21.9500  0.27
H  49.1310  36.5690  21.6040  0.09
H  48.2510  35.1320  21.1330  0.29
C  43.1840  34.6930  27.1370  -1.78
O  42.5640  33.6810  27.9340  -0.27
C  43.3720  32.9180  28.7310  0.65
O  44.5300  32.8510  28.5260  -0.53
O  42.7620  32.0550  29.5220  -0.36
C  43.5140  31.1140  30.3510  -0.75
H  42.4200  35.3090  26.6160  0.56
H  44.0660  34.3000  26.5040  0.51
H  43.5040  35.1390  27.8750  1.00
H  43.8130  30.0900  29.7920  0.24
H  42.7240  30.8210  31.0470  0.28
H  44.2040  31.4930  30.8780  0.42
C  40.7840  41.3910  21.7060  -0.35
O  41.1240  42.7850  21.3560  -0.42
C  41.0920  43.6560  22.3240  0.83
O  40.4910  43.4390  23.3940  -0.62
O  41.7620  44.7790  22.0930  -0.33
C  41.6120  45.9750  23.0350  -0.54
H  40.7970  40.7160  20.9800  0.63
H  39.7820  41.2830  22.0520  0.49
H  41.3890  41.1810  22.4010  -0.44
H  40.4940  46.5020  23.0330  0.25
H  42.4070  46.8290  22.8370  0.26
H  41.5890  45.6310  24.1400  0.19
C  44.4510  41.2700  21.1250  -0.64
O  45.7440  41.0790  20.5110  -0.45
C  46.4460  40.0280  20.4210  0.84
O  46.0060  38.9140  20.6680  -0.72
O  47.7130  40.2640  19.8320  -0.41
C  48.6500  39.2150  20.0060  -0.93
H  44.0180  42.0730  20.8240  0.58
H  44.5470  41.1220  22.2490  0.28
H  43.7850  40.4850  20.7100  0.25
H  48.1270  38.2730  20.2470  0.21
H  49.4340  39.3760  20.6120  0.40
H  49.0160  39.0030  19.1280  0.52
C  40.2750  36.5510  27.4070  0.28
O  39.3420  37.5020  28.0010  -0.33
C  38.2650  37.5130  27.4420  1.06
O  37.6430  36.5530  26.9250  -0.66
O  37.6240  38.6860  27.5780  -0.41
C  36.2690  38.9130  27.0350  -0.76
H  40.4010  36.8790  26.5690  -0.65
H  39.6570  35.6290  27.3430  0.62
H  41.0550  36.4640  28.3580  -0.01
H  36.5640  39.2600  26.0940  0.34
H  35.7810  39.5060  27.7320  0.30
H  35.7190  37.8520  26.9240  0.25
C  41.6690  37.4820  19.8870  -0.95
O  41.1440  37.8550  18.6610  -0.28
C  39.8270  37.8000  18.4350  0.67
O  38.9870  37.3720  19.2820  -0.56
O  39.4870  38.1780  17.1570  -0.34
C  38.2240  37.7930  16.5820  -0.73
H  42.8170  37.2590  19.9030  0.16
H  41.6110  36.6840  20.1500  0.78
H  41.3170  38.2610  20.6060  0.28
H  38.0700  36.9260  16.6830  0.40
H  38.0550  38.1830  15.5120  0.21
H  37.5390  38.4930  17.1880  0.27

The following is a DFT calculation (ωB97M-V with the def2-TZVPD basis set) of a 2-piece molecular cluster, C6H13NO overall.

ΔE to the lowest compared entry with this formula, charge and spin: 61.43 kcal per mole
HOMO: -7.989 eV
E_LUMO: 1.0 eV
SMILES string: C=CCN/C=C/C.O

Each line ends with the Mulliken charge.
Geometry (Å):
C  1.6104  2.5811  -0.8732  -0.71
C  0.7770  1.9249  -1.6690  0.02
C  -0.5511  1.4635  -1.1717  -0.84
N  -0.6318  0.0095  -0.9545  -0.18
C  0.1632  -0.5757  0.0344  -0.64
C  0.2306  -1.8819  0.2596  0.21
C  0.6423  -2.5699  1.5234  -1.12
H  1.2180  2.8374  0.1045  0.24
H  2.5461  3.0313  -1.1685  0.28
H  1.0434  1.4894  -2.5834  0.34
H  -0.8991  1.9192  -0.2420  0.34
H  -1.3995  1.6519  -1.8353  0.37
H  -0.6923  -0.5280  -1.8075  0.25
H  0.9020  0.0611  0.5199  0.23
H  -0.2172  -2.5242  -0.5005  0.23
H  -0.2542  -2.7047  2.1279  0.26
H  1.1708  -3.5029  1.3800  0.36
H  1.2718  -1.8790  2.0988  0.30
O  -2.3293  -0.4955  1.9083  -0.69
H  -1.5593  -0.3187  1.3470  0.44
H  -3.0417  0.0112  1.5018  0.30

The following is a DFT calculation (ωB97M-V with the def2-TZVPD basis set) of C12H30Br4HfO9S2 as an isolated structure.

ΔE to the lowest compared entry with this formula, charge and spin: 44.43 kcal per mole
HOMO: -8.782 eV
E_LUMO: -0.1 eV

Each line ends with the Mulliken charge.
Geometry (Å):
Hf  -0.9470  -0.8303  0.4707  0.59
Br  1.2550  -0.2377  -1.2945  -0.55
Br  -2.9643  0.1784  -1.1645  -0.53
Br  0.4164  -3.0905  1.5305  -0.62
Br  -2.4525  0.0377  2.6960  -0.53
O  -0.5881  1.6466  0.3722  -0.05
S  -0.5741  3.0807  0.5870  1.01
O  -1.2128  3.7524  1.7104  -0.67
O  1.0107  3.5796  0.4683  -0.07
C  1.1782  4.9709  0.7163  -0.38
C  2.6664  5.1614  1.2904  -1.24
C  -1.1992  3.8252  -1.0048  -1.14
H  0.5377  5.4092  1.4817  0.40
H  1.0296  5.3754  -0.2849  0.34
H  2.7865  4.7360  2.2867  0.30
H  2.8285  6.2373  1.3557  0.40
H  3.3301  4.6081  0.6260  0.31
H  -1.0881  4.9089  -0.9684  0.41
H  -2.1830  3.4747  -1.3168  0.39
H  -0.4052  3.4909  -1.6726  0.36
O  1.9175  1.5140  3.7188  -0.63
S  1.8282  0.3297  2.8064  1.31
O  0.6236  0.1210  1.9214  0.19
O  3.1373  0.1638  1.8227  -0.26
C  3.7861  1.4108  1.3989  0.28
C  4.6799  1.0382  0.2517  -1.27
C  2.1064  -1.0329  3.9583  -1.14
H  4.3571  1.9129  2.1799  0.35
H  3.1484  2.1904  0.9823  -0.08
H  5.2309  0.1367  0.5197  0.34
H  5.3743  1.8443  0.0152  0.40
H  4.0574  0.8541  -0.6239  0.22
H  2.3144  -1.9628  3.4291  0.31
H  1.2200  -1.1639  4.5790  0.36
H  2.9580  -0.7343  4.5696  0.38
C  -1.7027  -1.0730  -4.9706  -0.92
O  -1.1423  -1.6369  -3.7304  -0.05
C  -1.1308  -3.0469  -3.7143  -0.64
C  -0.6664  -3.5014  -2.2554  -0.90
O  -1.4787  -2.8546  -1.2511  0.47
C  -2.8351  -3.2472  -1.3826  -0.82
C  -3.5095  -3.4360  -0.0451  -0.79
O  -2.9034  -2.6329  0.8893  0.23
C  -3.0094  -3.3357  2.0980  -1.08
H  -1.1672  -1.4128  -5.8571  0.36
H  -1.6854  0.0150  -5.0347  0.26
H  -2.7315  -1.3938  -5.1342  0.33
H  -0.4856  -3.5791  -4.4134  0.42
H  -2.1493  -3.3620  -3.9413  0.36
H  0.3959  -3.3777  -2.0452  0.45
H  -0.8066  -4.5821  -2.2333  0.36
H  -2.9922  -4.1867  -1.9125  0.47
H  -3.2303  -2.4948  -2.0651  0.25
H  -3.5033  -4.4989  0.1962  0.49
H  -4.4419  -2.8817  -0.1520  0.34
H  -2.3008  -4.1587  2.1909  0.43
H  -3.9935  -3.6175  2.4723  0.35
H  -2.6941  -2.6412  2.8767  0.18

The following is a DFT calculation (ωB97M-V with the def2-TZVPD basis set) of an isolated ion of composition C5H4ClO and charge +1.

ΔE to the lowest compared entry with this formula, charge and spin: 0.00 kcal per mole
HOMO (alpha / beta): -14.801 / -14.801 eV
E_LUMO (alpha / beta): -5.5 / -5.5 eV
Net charge: +1

Each line ends with the Mulliken charge.
Geometry (Å):
C  -0.3147  0.8723  -0.7911  -0.09
C  -0.7129  1.0818  0.4578  -0.43
C  0.5877  -0.1453  -1.1338  -0.20
C  0.9179  -1.1717  -0.3017  -0.15
C  -0.3637  -0.3139  1.4408  0.57
O  0.2750  -1.2951  0.9440  -0.18
Cl  -1.1083  -0.5528  2.8706  0.00
H  -0.6536  1.6658  -1.5776  0.32
H  -1.2497  1.8393  0.8876  0.45
H  1.0369  0.0367  -2.1428  0.33
H  1.5854  -2.0171  -0.6536  0.38

The following is a DFT calculation (ωB97M-V with the def2-TZVPD basis set) of C27H30EuNO as an isolated structure.

HOMO (alpha / beta): -7.166 / -8.192 eV
Multiplicity: 7
E_LUMO (alpha / beta): 0.1 / -1.0 eV

Each line ends with the Mulliken charge.
Geometry (Å):
C  2.1577  -1.7462  2.0157  -0.52
C  0.7340  -1.7314  1.9411  0.31
C  0.3440  -2.3632  0.7253  -0.83
H  0.0639  -1.2577  2.6556  0.22
C  1.5335  -2.7109  0.0157  -0.50
C  2.6543  -2.3173  0.8108  -0.93
H  3.7046  -2.4723  0.5583  0.41
H  2.7395  -1.4222  2.8802  0.44
H  -0.6851  -2.5508  0.4107  0.59
H  1.5693  -3.2363  -0.9397  0.55
C  0.2325  2.4185  0.5801  -0.83
C  0.3507  1.7881  1.8527  -0.30
C  1.7289  1.7392  2.2153  -0.30
H  -0.4614  1.3878  2.4432  0.64
C  2.4745  2.3163  1.1471  -0.90
C  1.5525  2.7375  0.1352  -0.57
H  1.8005  3.2426  -0.7989  0.45
H  -0.7039  2.6221  0.0599  0.56
H  2.1070  1.3863  3.1750  0.50
H  3.5540  2.4549  1.1315  0.41
Eu  1.2311  0.0252  -0.0422  1.38
O  0.1849  0.3721  -1.9668  -0.66
C  0.0478  -0.7607  -2.7905  -0.59
C  1.2860  -1.0401  -3.5543  -0.75
H  -0.1753  -1.6357  -2.1475  0.34
H  -0.7731  -0.6229  -3.5208  0.47
H  1.9381  -1.8353  -3.1967  0.40
H  2.4280  -2.0357  -5.7367  0.35
C  2.1743  -0.9727  -5.8368  -0.43
C  1.6027  -0.3169  -4.6947  0.72
C  1.2673  1.0807  -4.8180  -0.33
H  0.8593  1.5853  -3.9345  0.26
C  1.4676  1.7542  -6.0127  -0.51
H  1.2215  2.8229  -6.0856  0.36
C  1.9709  1.0659  -7.1373  -0.35
H  2.0962  1.5954  -8.0890  0.34
C  2.3062  -0.3032  -7.0458  -0.51
H  2.6775  -0.8414  -7.9289  0.34
C  -0.4602  -0.6711  5.1851  -1.25
N  -1.1189  0.0403  4.0883  0.23
C  -1.6031  1.3314  4.5936  -1.15
C  -2.1745  -0.7879  3.4991  -1.65
C  -2.6738  -0.3494  2.1437  0.67
C  -4.0725  -0.2837  1.9076  -0.68
C  -4.5518  0.0065  0.6292  -0.67
C  -3.6708  0.2320  -0.4230  -0.94
C  -2.2705  0.1809  -0.1743  -0.61
C  -1.8356  -0.1408  1.0801  0.99
H  -1.1815  -0.8712  5.9995  0.41
H  0.3596  -0.0608  5.5870  0.34
H  -0.0567  -1.6244  4.8274  0.32
H  -2.0932  1.9184  3.8111  0.39
H  -2.3135  1.1849  5.4262  0.38
H  -0.7477  1.9037  4.9787  0.31
H  -1.7616  -1.8078  3.4086  0.45
H  -3.0413  -0.8363  4.1796  0.48
H  -4.7437  -0.4693  2.7512  0.38
H  -5.6268  0.0516  0.4670  0.36
H  -4.0330  0.4408  -1.4310  0.46
H  -1.5913  0.3901  -1.0109  0.55

The following is a DFT calculation (ωB97M-V with the def2-TZVPD basis set) of the molecule C19H20ClN9O.

ΔE to the lowest compared entry with this formula, charge and spin: 55.59 kcal per mole
HOMO: -8.670 eV
E_LUMO: 0.1 eV
SMILES string: C[C@H](Nc1ncnn2ccnc12)c1nc2cccc(Cl)c2c(=O)n1N1CCNCC1

Each line ends with the Mulliken charge.
Geometry (Å):
C  0.0415  0.3528  -2.3083  -1.26
C  -0.5629  0.2835  -0.8971  -0.47
N  -1.4573  1.5197  -0.8792  -0.18
C  -2.6731  1.5197  -1.3287  0.56
N  -3.3202  0.4482  -1.7471  -0.61
C  -4.4936  0.6844  -2.4457  -0.17
N  -5.0940  1.8407  -2.5661  -1.01
N  -4.4705  2.8306  -1.8766  0.68
C  -4.8664  4.1775  -1.9221  -0.34
C  -3.8787  4.8563  -1.3133  -0.33
N  -2.7887  4.0590  -1.1201  -0.68
C  -3.2399  2.7953  -1.3771  0.68
C  0.3627  0.2405  0.4059  0.44
N  0.6851  1.3638  0.9419  -0.44
C  1.6444  1.4828  1.8664  0.30
C  1.9132  2.7683  2.3029  -0.44
C  2.7071  2.9799  3.3842  -0.52
C  3.4115  1.8452  3.9042  -0.49
C  3.2463  0.5748  3.3206  0.36
Cl  4.1754  -0.7823  3.9338  -0.19
C  2.3570  0.3637  2.3042  0.01
C  1.9417  -0.9718  1.7381  0.35
O  2.7302  -1.8855  1.8069  -0.57
N  0.9699  -0.9859  0.7378  -0.02
N  0.7886  -2.1227  -0.0781  0.34
C  -0.0584  -3.1796  0.4845  -0.81
C  0.7082  -4.5184  0.8135  -0.73
N  1.4117  -4.9077  -0.4014  -0.54
C  2.4979  -3.9007  -0.7867  -0.76
C  1.7764  -2.6058  -1.0807  -0.95
H  -0.6653  0.5606  -3.1221  0.39
H  0.6448  1.2647  -2.3839  0.36
H  0.4991  -0.5338  -2.6613  0.19
H  -1.1592  -0.5144  -0.8007  0.65
H  -1.1001  2.4313  -0.5874  0.33
H  -5.1531  -0.1244  -2.7259  0.39
H  -5.8804  4.4657  -2.1494  0.41
H  -3.9852  5.9591  -1.0581  0.34
H  1.4168  3.6666  1.9469  0.40
H  2.7782  3.9137  3.9424  0.39
H  4.1542  1.8687  4.7650  0.30
H  -0.4538  -2.7666  1.4253  0.44
H  -0.9485  -3.5548  -0.1236  0.35
H  1.4637  -4.3719  1.5518  0.38
H  -0.0442  -5.2721  1.0365  0.42
H  1.8581  -5.7824  -0.1785  0.27
H  3.2094  -4.2037  -1.5050  0.50
H  3.0945  -3.6073  0.0599  0.31
H  1.3093  -2.6186  -2.0900  0.40
H  2.4965  -1.9065  -1.1583  0.60

The following is a DFT calculation (ωB97M-V with the def2-TZVPD basis set) of an isolated ion of composition C5H9BrN3 and charge +1.

ΔE to the lowest compared entry with this formula, charge and spin: 55.15 kcal per mole
HOMO: -13.773 eV
E_LUMO: -4.0 eV
SMILES string: [H]/N=C1/CCC=N[C@@]1([NH3+])Br
Net charge: +1

Each line ends with the Mulliken charge.
Geometry (Å):
H  -0.5950  2.6575  -0.5209  0.22
N  -0.8994  1.7667  -0.8466  -0.73
C  -0.2486  0.7006  -0.7251  0.80
C  -0.6885  -0.6290  -1.4078  -0.74
C  -0.7103  -1.8853  -0.5134  -0.63
C  -0.5423  -1.5138  0.9143  -0.02
N  0.0978  -0.5830  1.3973  -0.49
C  0.7962  0.5130  0.1853  -0.05
N  1.0212  1.7236  1.1957  -0.32
Br  2.5684  -0.1768  -0.2318  0.00
H  -1.6705  -0.4868  -1.8533  0.44
H  0.1594  -0.8730  -2.0671  0.35
H  0.1374  -2.4436  -0.7281  0.31
H  -1.6035  -2.4823  -0.6196  0.38
H  -1.1300  -2.2018  1.4538  0.46
H  0.1672  2.2556  1.2454  0.31
H  1.8141  2.2675  0.9776  0.34
H  1.3262  1.3911  2.1441  0.38

The following is a DFT calculation (ωB97M-V with the def2-TZVPD basis set) of the molecule C4H3Cl2N.

ΔE to the lowest compared entry with this formula, charge and spin: 135.99 kcal per mole
HOMO (alpha / beta): -8.251 / -8.258 eV
E_LUMO (alpha / beta): -1.1 / -1.1 eV

Each line ends with the Mulliken charge.
Geometry (Å):
C  0.8653  1.0557  0.6276  -0.13
C  0.1707  -0.0299  0.0646  0.01
C  2.2604  1.3043  0.6363  -0.26
C  1.6851  -1.9605  0.3095  -0.25
N  0.5696  -1.3259  -0.1810  -0.03
Cl  2.8364  2.0526  1.9715  -0.06
Cl  1.8387  -3.5294  -0.2649  -0.11
H  0.0644  1.7078  0.8730  0.31
H  -0.9586  0.0043  -0.0676  0.25
H  -0.0172  -2.0105  -0.6518  0.29